{
  "formula": "C35H70N2O31",
  "method": "ωB97M-V/def2-TZVPD",
  "species": ["C", "O", "C", "C", "C", "N", "C", "O", "O", "C", "C", "C", "N", "O", "H", "H", "H", "H", "H", "H", "H", "H", "H", "H", "H", "H", "H", "H", "H", "H", "C", "O", "C", "O", "O", "C", "H", "H", "H", "H", "H", "H", "C", "O", "C", "O", "O", "C", "H", "H", "H", "H", "H", "H", "C", "O", "C", "O", "O", "C", "H", "H", "H", "H", "H", "H", "C", "O", "C", "O", "O", "C", "H", "H", "H", "H", "H", "H", "C", "O", "C", "O", "O", "C", "H", "H", "H", "H", "H", "H", "C", "O", "C", "O", "O", "C", "H", "H", "H", "H", "H", "H", "C", "O", "C", "O", "O", "C", "H", "H", "H", "H", "H", "H", "C", "O", "C", "O", "O", "C", "H", "H", "H", "H", "H", "H", "C", "O", "C", "O", "O", "C", "H", "H", "H", "H", "H", "H"],
  "xyz": [[3.430, 0.100, 2.705], [4.611, 0.949, 2.484], [4.771, 1.320, 1.069], [4.815, 2.966, 0.969], [3.700, 3.609, -0.059], [3.903, 3.254, -1.515], [2.988, 2.087, -1.941], [3.656, 1.033, -2.488], [1.527, 2.173, -1.805], [0.944, 0.972, -1.190], [0.426, 1.197, 0.372], [-1.112, 1.837, 0.406], [-1.615, 2.881, -0.586], [-1.966, 1.368, 1.354], [2.931, 0.451, 3.727], [2.592, 0.197, 1.890], [3.796, -1.010, 2.775], [3.990, 0.826, 0.340], [5.838, 0.934, 0.702], [5.900, 3.303, 0.655], [4.648, 3.357, 2.085], [2.588, 3.404, 0.291], [3.832, 4.793, 0.015], [3.568, 4.102, -2.057], [-0.041, 0.679, -1.798], [1.629, 0.024, -1.194], [1.192, 1.867, 0.952], [0.435, 0.141, 0.929], [-2.597, 3.105, -0.241], [-1.078, 3.775, -0.519], [-5.520, 4.019, 1.359], [-5.268, 5.168, 0.553], [-5.500, 6.350, 1.178], [-5.890, 6.489, 2.327], [-5.222, 7.350, 0.304], [-5.422, 8.661, 0.830], [-5.302, 3.131, 0.759], [-4.865, 4.011, 2.236], [-6.572, 3.981, 1.659], [-4.763, 8.839, 1.686], [-6.470, 8.809, 1.109], [-5.170, 9.381, 0.046], [-1.659, -3.878, -0.620], [-0.377, -3.565, -1.159], [-0.178, -4.016, -2.424], [-0.982, -4.641, -3.097], [1.071, -3.651, -2.809], [1.422, -4.062, -4.129], [-1.708, -3.469, 0.394], [-2.452, -3.416, -1.216], [-1.799, -4.962, -0.561], [0.751, -3.608, -4.865], [1.405, -5.154, -4.210], [2.440, -3.718, -4.331], [-1.625, -0.768, 8.019], [-0.903, -0.830, 6.790], [-1.681, -0.744, 5.681], [-2.896, -0.624, 5.664], [-0.872, -0.815, 4.594], [-1.558, -0.738, 3.346], [-0.905, -0.846, 8.838], [-2.150, 0.188, 8.111], [-2.326, -1.605, 8.096], [-2.080, 0.220, 3.251], [-2.257, -1.574, 3.237], [-0.815, -0.805, 2.547], [7.145, -0.544, 3.674], [7.303, -1.827, 3.071], [8.534, -2.049, 2.545], [9.469, -1.263, 2.552], [8.545, -3.295, 2.009], [9.786, -3.668, 1.414], [6.125, -0.476, 4.061], [7.840, -0.423, 4.512], [7.286, 0.250, 2.934], [10.586, -3.672, 2.161], [10.033, -2.998, 0.584], [9.680, -4.682, 1.018], [-5.961, 13.805, -2.200], [-4.632, 14.114, -1.787], [-4.076, 13.193, -0.960], [-4.610, 12.168, -0.566], [-2.823, 13.609, -0.648], [-2.112, 12.730, 0.222], [-6.306, 14.609, -2.857], [-5.982, 12.867, -2.764], [-6.632, 13.754, -1.337], [-1.979, 11.749, -0.245], [-2.629, 12.637, 1.183], [-1.124, 13.162, 0.405], [-0.242, -8.359, -2.461], [-0.047, -9.299, -1.406], [-0.838, -9.094, -0.322], [-1.664, -8.204, -0.196], [-0.551, -10.051, 0.596], [-1.313, -9.960, 1.797], [0.441, -8.618, -3.274], [-1.267, -8.413, -2.841], [-0.006, -7.345, -2.123], [-2.381, -10.078, 1.587], [-1.120, -9.009, 2.306], [-1.001, -10.773, 2.459], [0.921, -2.629, 5.628], [1.674, -3.752, 5.174], [0.959, -4.901, 5.079], [-0.226, -5.033, 5.341], [1.792, -5.879, 4.640], [1.172, -7.155, 4.491], [1.591, -1.766, 5.667], [0.108, -2.402, 4.930], [0.530, -2.807, 6.635], [0.369, -7.109, 3.748], [0.791, -7.514, 5.453], [1.929, -7.859, 4.136], [-5.937, 3.445, -2.651], [-6.418, 2.443, -3.545], [-6.832, 1.303, -2.936], [-6.822, 1.088, -1.734], [-7.260, 0.445, -3.896], [-7.729, -0.806, -3.397], [-5.633, 4.311, -3.245], [-6.728, 3.760, -1.963], [-5.064, 3.082, -2.099], [-8.592, -0.661, -2.739], [-6.928, -1.339, -2.875], [-8.046, -1.413, -4.250], [3.785, -7.014, -8.330], [4.037, -5.864, -9.135], [3.805, -4.682, -8.510], [3.415, -4.543, -7.362], [4.083, -3.682, -9.384], [3.883, -2.371, -8.859], [4.003, -7.901, -8.929], [4.440, -7.021, -7.452], [2.733, -7.051, -8.029], [4.542, -2.194, -8.003], [2.835, -2.223, -8.580], [4.135, -1.651, -9.642]],
  "forces_ev_per_angstrom": [[-0.43, -0.25, 1.05], [-1.95, -0.51, -1.99], [1.52, 0.54, -0.75], [-0.14, -0.30, 0.13], [0.00, 1.55, 1.61], [-3.17, -0.50, -0.23], [3.98, -4.55, -2.78], [-5.29, 6.53, 3.73], [3.58, -1.19, 0.91], [-1.96, -1.83, 0.63], [-0.08, 0.22, -0.78], [-3.42, -1.28, 4.02], [0.24, -1.28, 3.25], [4.93, 2.85, -6.13], [1.18, -0.92, -2.11], [1.82, -0.10, 1.33], [-0.93, 1.97, -0.09], [1.30, 1.00, 1.65], [-2.30, 0.65, 0.82], [-2.30, -0.61, 0.44], [0.14, -0.74, -2.56], [2.26, 0.23, -0.55], [-0.29, -2.56, -0.15], [0.46, -1.39, 0.65], [2.35, 0.82, 1.09], [-0.92, 2.13, -0.26], [-1.65, -1.00, -1.07], [-0.43, 2.44, -1.35], [1.60, -0.50, -0.56], [-0.19, -1.23, -0.25], [-0.09, -0.55, 0.35], [-0.07, 1.01, 0.21], [-0.19, 0.19, 0.51], [0.59, -0.24, -1.73], [-0.15, -1.03, 0.54], [-0.06, 0.63, 0.12], [-0.01, 0.32, -0.10], [-0.24, 0.08, -0.08], [0.25, 0.08, 0.07], [-0.25, -0.10, -0.06], [0.24, -0.09, 0.11], [0.01, -0.35, 0.01], [-0.54, -0.17, 0.26], [0.39, -0.20, -0.99], [-0.20, -0.20, -0.27], [1.14, 0.85, 0.97], [-1.04, -0.19, 0.58], [0.25, -0.11, -0.57], [0.29, 0.02, -0.24], [0.14, -0.21, 0.01], [-0.04, 0.19, -0.15], [0.04, -0.23, 0.15], [-0.15, 0.22, -0.04], [-0.23, 0.02, 0.29], [-0.27, 0.01, 0.51], [-0.47, 0.22, -0.91], [-0.82, 0.18, -0.09], [1.91, -0.20, 0.06], [-0.87, 0.61, 0.98], [-0.50, 0.15, -0.50], [0.08, 0.00, -0.38], [-0.03, -0.25, -0.10], [0.02, 0.25, -0.10], [0.11, -0.44, 0.07], [0.02, 0.19, 0.12], [0.02, 0.04, 0.41], [-0.09, 0.51, 0.32], [0.98, -0.43, -0.53], [0.24, 0.35, 0.06], [-1.31, -1.14, -0.03], [-0.17, 0.90, 0.44], [0.42, -0.16, -0.21], [0.22, -0.25, -0.25], [0.03, 0.01, -0.26], [0.07, -0.16, 0.20], [-0.12, 0.17, -0.18], [0.04, -0.02, 0.27], [-0.27, 0.22, 0.19], [-0.52, -0.09, -0.18], [0.64, -0.66, 0.70], [-0.16, -0.25, 0.09], [0.74, 1.38, -0.54], [-1.04, -0.19, -0.36], [0.29, -0.30, 0.33], [0.35, -0.04, 0.18], [-0.02, 0.09, 0.25], [0.16, -0.15, -0.15], [-0.17, 0.13, 0.15], [0.01, -0.11, -0.24], [-0.30, 0.14, -0.22], [-0.07, 0.39, -0.43], [-0.55, -0.05, 1.03], [-0.25, 0.34, -0.06], [1.18, -1.25, -0.14], [-0.09, 0.65, -0.80], [-0.26, 0.00, 0.43], [-0.04, -0.18, 0.34], [0.16, 0.16, 0.19], [-0.23, -0.16, -0.04], [0.19, 0.20, 0.03], [-0.18, -0.10, -0.18], [0.13, 0.08, -0.36], [-0.28, 0.08, 0.15], [-0.25, -1.40, -0.18], [-0.28, 0.31, 0.14], [1.61, 0.12, -0.38], [-0.49, 0.73, 0.29], [-0.16, -0.43, -0.05], [0.04, -0.32, -0.11], [0.58, -0.51, 0.49], [0.05, -0.07, -0.29], [0.03, 0.04, 0.25], [-0.09, 0.14, -0.21], [0.05, 0.37, 0.07], [0.15, 0.41, 0.31], [-0.36, -0.99, 0.30], [0.00, -0.07, 0.40], [0.00, 0.32, -1.69], [0.39, 0.83, 0.62], [-0.19, -0.49, 0.16], [-0.14, -0.34, -0.10], [0.21, -0.16, -0.01], [-0.25, 0.00, 0.01], [0.27, -0.01, 0.01], [-0.20, 0.18, 0.05], [0.15, 0.36, 0.00], [-0.08, -0.45, 0.28], [-0.13, 1.04, 0.34], [-0.11, 0.07, 0.33], [0.52, -0.20, -1.58], [-0.18, -0.97, 0.57], [-0.06, 0.52, 0.18], [0.03, 0.38, -0.10], [-0.24, 0.09, -0.08], [0.23, 0.10, 0.08], [-0.25, -0.09, -0.06], [0.23, -0.09, 0.10], [0.01, -0.40, -0.01]],
  "gap_ev": 9.930,
  "total_energy_ev": -103876.1398,
  "smiles": "COCCCNC(=O)OCCC(N)=O.COC(=O)OC.COC(=O)OC.COC(=O)OC.COC(=O)OC.COC(=O)OC.COC(=O)OC.COC(=O)OC.COC(=O)OC.COC(=O)OC",
  "homo_ev": -9.84,
  "e_lumo_ev": 0.09
}

{
  "formula": "C23H21NO3",
  "method": "ωB97M-V/def2-TZVPD",
  "species": ["C", "C", "C", "C", "C", "C", "N", "C", "O", "C", "C", "C", "O", "C", "C", "C", "O", "C", "C", "C", "C", "C", "C", "C", "C", "C", "C", "H", "H", "H", "H", "H", "H", "H", "H", "H", "H", "H", "H", "H", "H", "H", "H", "H", "H", "H", "H", "H"],
  "xyz": [[-6.196, -0.870, 0.176], [-4.757, -0.458, 0.121], [-4.410, 0.870, -0.080], [-3.085, 1.276, -0.111], [-2.722, 2.714, -0.326], [-2.095, 0.310, 0.060], [-0.726, 0.722, 0.026], [0.036, 0.885, 1.164], [-0.325, 0.637, 2.282], [1.393, 1.432, 0.738], [1.319, 1.535, -0.782], [-0.074, 1.044, -1.145], [-0.539, 0.946, -2.248], [2.401, 0.645, -1.426], [3.759, 1.138, -0.916], [3.812, 1.030, 0.593], [4.756, 1.349, 1.264], [2.519, 0.463, 1.163], [2.296, -0.851, 0.475], [2.185, -2.079, 1.100], [1.982, -3.212, 0.327], [1.884, -3.114, -1.052], [1.998, -1.882, -1.680], [2.212, -0.753, -0.913], [-2.409, -1.030, 0.264], [-1.324, -2.045, 0.446], [-3.746, -1.393, 0.293], [-6.808, -0.228, -0.452], [-6.564, -0.791, 1.200], [-6.318, -1.901, -0.146], [-5.188, 1.608, -0.213], [-2.043, 3.060, 0.453], [-2.227, 2.837, -1.289], [-3.612, 3.338, -0.314], [1.551, 2.397, 1.229], [1.433, 2.560, -1.146], [2.333, 0.695, -2.514], [4.570, 0.538, -1.333], [3.945, 2.175, -1.202], [2.567, 0.372, 2.249], [2.256, -2.151, 2.175], [1.895, -4.176, 0.804], [1.721, -4.002, -1.643], [1.923, -1.803, -2.754], [-0.619, -2.005, -0.383], [-1.741, -3.047, 0.501], [-0.774, -1.848, 1.365], [-4.004, -2.431, 0.450]],
  "forces_ev_per_angstrom": [[0.01, 0.02, 0.07], [0.08, 0.01, -0.04], [0.07, -0.08, 0.01], [0.13, -0.08, 0.04], [0.02, -0.05, -0.03], [-0.39, -0.11, 0.02], [-0.66, -0.21, 0.01], [0.38, 0.28, 0.10], [-0.01, -0.05, 0.14], [0.05, 0.02, 0.31], [0.00, 0.03, -0.35], [0.41, 0.26, -0.10], [-0.03, -0.01, -0.13], [-0.04, 0.06, -0.16], [0.18, 0.11, -0.32], [-0.18, -0.08, 0.14], [0.14, 0.08, 0.03], [-0.01, 0.02, 0.39], [-0.01, -0.08, -0.07], [0.01, 0.00, -0.03], [0.01, -0.07, 0.05], [0.02, -0.07, -0.05], [-0.01, 0.00, 0.01], [0.02, -0.05, -0.01], [0.09, 0.12, -0.01], [0.00, 0.07, 0.02], [0.00, 0.13, -0.02], [-0.09, 0.00, -0.04], [-0.10, -0.02, 0.04], [-0.07, -0.06, -0.02], [-0.09, 0.10, -0.03], [0.02, 0.09, 0.03], [0.03, 0.07, -0.05], [-0.02, 0.07, 0.01], [-0.10, -0.06, -0.04], [-0.06, -0.06, 0.03], [0.00, -0.01, 0.09], [0.01, 0.03, 0.02], [0.02, 0.03, 0.03], [0.06, 0.04, -0.11], [0.00, 0.00, 0.13], [-0.01, -0.10, 0.04], [-0.02, -0.09, -0.05], [-0.01, 0.01, -0.12], [0.09, -0.05, -0.02], [0.00, -0.09, -0.01], [0.07, -0.03, 0.04], [-0.02, -0.14, 0.01]],
  "gap_ev": 9.627,
  "total_energy_ev": -31826.9585,
  "smiles": "Cc1cc(C)c(N2C(=O)[C@@H]3[C@H](C2=O)[C@H]2CC(=O)[C@@H]3c3ccccc32)c(C)c1",
  "homo_ev": -9.00,
  "e_lumo_ev": 0.63
}

{
  "formula": "H3NO3P",
  "method": "ωB97M-V/def2-TZVPD",
  "species": ["O", "P", "O", "N", "O", "H", "H", "H"],
  "xyz": [[-1.436, 1.582, -0.065], [-1.196, 0.205, -0.569], [-1.642, -0.710, 0.809], [0.639, 0.022, -0.106], [1.073, 1.163, 0.639], [-1.004, -1.474, 0.756], [1.043, 0.098, -1.111], [0.110, 1.661, 0.687]],
  "forces_ev_per_angstrom": [[-0.41, 2.19, 0.31], [1.39, -1.67, 1.09], [0.66, -1.40, -0.67], [0.04, -0.52, -2.74], [-2.79, 1.01, -0.10], [-0.89, 1.01, 0.34], [-0.29, 0.21, 1.99], [2.30, -0.82, -0.21]],
  "charge": -1,
  "gap_ev": 8.290,
  "total_energy_ev": -16970.8205,
  "smiles": "[O-]P(O)NO",
  "homo_ev": -3.53,
  "e_lumo_ev": 4.76
}